Molecular formula: C9H18Cl18
Method: DFT, ωB97M-V/def2-TZVPD

Results
LUMO ... -0.17 eV
F_max ... 7.20 eV/A
Energy relative to the best compared isomer or geometry (same formula, charge and spin) ... 386.4 kcal/mol
HOMO energy ... -9.61 eV
Charge ... 0
Gap between HOMO and LUMO ... 9.4 eV

Each line ends with the Löwdin charge.
Cartesian coordinates (Å):
1 C 3.0514 1.3297 1.2258  -1.23
2 Cl 3.2691 0.1016 2.4873  0.56
3 Cl 4.1571 2.6436 1.7622  0.50
4 H 3.4276 0.9638 0.2704  -0.19
5 H 2.0307 1.7122 1.2136  -0.05
6 C -0.8558 -1.5519 2.7805  -0.81
7 Cl 0.8563 -1.8644 3.1434  0.57
8 Cl -1.0523 -1.4910 0.9794  0.54
9 H -1.4973 -2.3431 3.1686  0.05
10 H -1.1785 -0.6113 3.2269  -0.04
11 C 2.5246 -2.4099 0.8763  -1.16
12 Cl 1.1517 -3.5259 0.3665  0.48
13 Cl 3.7306 -2.2569 -0.3438  0.64
14 H 2.1063 -1.4224 1.0707  -0.21
15 H 3.0373 -2.7914 1.7594  0.02
16 C -1.3423 1.4308 -3.8690  -0.97
17 Cl 0.3815 1.3257 -4.4035  0.55
18 Cl -2.2332 0.0719 -4.6136  0.57
19 H -1.3808 1.2922 -2.7886  -0.15
20 H -1.7829 2.4098 -4.0575  0.05
21 C -3.2187 -1.2091 -2.3859  -0.96
22 Cl -2.6059 -2.6138 -3.2877  0.54
23 Cl -2.0658 -0.6733 -1.1539  0.65
24 H -3.4364 -0.3656 -3.0410  -0.06
25 H -4.1725 -1.4401 -1.9116  0.04
26 C 0.0112 0.2544 -0.3104  -1.15
27 Cl 1.7697 -0.0587 -0.0761  0.63
28 Cl -0.1870 1.5682 -1.4537  0.70
29 H -0.4678 -0.6571 -0.6681  -0.17
30 H -0.4021 0.6020 0.6364  -0.26
31 C -0.2140 1.2514 3.2623  -0.98
32 Cl 0.1420 0.7549 4.8895  0.60
33 Cl 0.8317 0.5302 2.0441  0.47
34 H -1.2688 1.0461 3.0797  -0.07
35 H -0.0494 2.3285 3.2339  0.06
36 C 2.7858 0.2923 -2.3805  -1.14
37 Cl 3.6186 0.0254 -3.8740  0.56
38 Cl 3.7401 1.4309 -1.4296  0.66
39 H 1.7867 0.6851 -2.5693  -0.10
40 H 2.7521 -0.6558 -1.8437  -0.08
41 C -3.5871 0.6436 0.9684  -0.93
42 Cl -4.6214 2.0654 0.9182  0.56
43 Cl -1.8786 1.0575 1.2212  0.69
44 H -3.9246 0.0555 1.8218  0.05
45 H -3.7386 0.0687 0.0548  -0.03

Molecular formula: C22H34ClN2O3RuSb2
Method: DFT, ωB97M-V/def2-TZVPD

Results
LUMO (alpha / beta) ... -2.44 / -4.69 eV
F_max ... 1.72 eV/A
Energy relative to the best compared isomer or geometry (same formula, charge and spin) ... 0.0 kcal/mol
HOMO energy (alpha / beta) ... -10.44 / -10.74 eV
Expectation value of S² ... 6.02
Charge ... +1
2S+1 ... 5
Gap between HOMO and LUMO (alpha / beta) ... 8.0 / 6.0 eV

Each line ends with the Löwdin charge.
Cartesian coordinates (Å):
1 Ru -1.2429 -0.3802 1.2844  1.26
2 N -0.3698 -0.2391 3.3311  -0.06
3 C -0.5709 -1.4252 4.1964  -0.22
4 C 0.1144 -2.6614 3.6402  -0.19
5 C -0.5613 -3.2928 2.4322  -0.22
6 N -0.4323 -2.4665 1.2110  -0.09
7 H 0.6147 0.0158 3.3096  0.09
8 H -0.8768 0.5603 3.7036  0.09
9 H -1.6472 -1.5866 4.2794  0.13
10 H -0.1897 -1.2160 5.1974  0.12
11 H 0.1392 -3.4117 4.4319  0.12
12 H 1.1604 -2.4326 3.4070  0.11
13 H -1.6274 -3.4283 2.6214  0.12
14 H -0.1286 -4.2793 2.2580  0.12
15 H -0.9819 -2.8966 0.4719  0.09
16 H 0.5287 -2.4707 0.8773  -0.01
17 C 4.1491 -1.6129 -0.2358  -0.33
18 Sb 2.3745 -0.4798 0.1796  1.28
19 C 2.0658 0.0596 -1.8638  -0.30
20 C 3.4053 1.3232 0.8470  -0.32
21 C 3.6366 2.2184 -0.3234  -0.32
22 C 4.7957 2.0595 -1.0833  -0.06
23 C 5.0019 2.7777 -2.2485  -0.07
24 C 4.0383 3.6808 -2.6754  -0.07
25 C 2.8967 3.8668 -1.9155  -0.04
26 C 2.6771 3.1537 -0.7359  -0.29
27 C 1.4580 3.4621 0.0720  -0.30
28 Sb -0.3351 2.2129 0.0604  1.36
29 C -1.0081 2.5295 -1.9315  -0.28
30 C -1.4719 3.7229 1.0245  -0.30
31 H 4.8305 -1.0176 -0.8420  0.00
32 H 3.8836 -2.5156 -0.7847  0.00
33 H 4.6408 -1.9000 0.6925  0.00
34 H 3.0144 0.3655 -2.3007  0.02
35 H 1.3538 0.8739 -1.9666  -0.04
36 H 1.6750 -0.8110 -2.3906  0.02
37 H 4.3444 0.9945 1.2911  0.07
38 H 2.8035 1.7882 1.6264  0.03
39 H 5.5500 1.3562 -0.7485  0.11
40 H 5.9110 2.6370 -2.8179  0.11
41 H 4.1854 4.2524 -3.5818  0.11
42 H 2.1613 4.5985 -2.2308  0.11
43 H 1.0278 4.4044 -0.2726  0.06
44 H 1.6885 3.5865 1.1318  0.06
45 H -1.0617 3.6015 -2.1157  0.02
46 H -1.9976 2.0875 -2.0336  0.01
47 H -0.3364 2.0653 -2.6494  0.00
48 H -1.3004 4.6712 0.5169  0.02
49 H -1.1709 3.8085 2.0670  0.02
50 H -2.5247 3.4574 0.9856  0.01
51 Cl -6.9332 -4.3447 -3.5867  0.71
52 C -5.7995 -3.5114 -2.5859  -0.66
53 C -4.7174 -2.8707 -3.1741  -0.08
54 C -3.8108 -2.2056 -2.3690  0.00
55 C -3.9873 -2.1871 -0.9877  -0.15
56 C -5.0800 -2.8304 -0.4121  0.00
57 C -5.9916 -3.4955 -1.2107  -0.08
58 C -3.0123 -1.4920 -0.1314  -0.60
59 O -2.0179 -0.8646 -0.6235  -0.15
60 O -3.1212 -1.4911 1.1333  -0.08
61 H -4.5958 -2.8952 -4.2476  0.11
62 H -2.9634 -1.6945 -2.8051  0.12
63 H -5.2112 -2.7982 0.6608  0.12
64 H -6.8469 -3.9969 -0.7808  0.11
65 O -2.2021 1.0102 1.7208  -0.53

Molecular formula: C12H36ClN2O11
Method: DFT, ωB97M-V/def2-TZVPD

Results
LUMO ... 2.89 eV
F_max ... 12.12 eV/A
Energy relative to the best compared isomer or geometry (same formula, charge and spin) ... 342.0 kcal/mol
HOMO energy ... -5.12 eV
Charge ... -1
Gap between HOMO and LUMO ... 8.0 eV

Each line ends with the Löwdin charge.
Cartesian coordinates (Å):
1 Cl -23.0629 -14.2848 6.1706  0.84
2 O -24.1083 -13.3097 6.3377  -0.35
3 O -21.7063 -13.6911 6.0013  -0.35
4 O -23.0526 -15.1082 7.3140  -0.36
5 O -23.3992 -15.1305 5.0600  -0.35
6 O -25.3256 -15.9355 5.8843  -0.02
7 H -24.5884 -15.5438 6.3526  -0.07
8 H -25.9606 -15.2244 5.7986  0.08
9 O -21.7176 -14.0182 3.5080  0.07
10 H -21.7256 -14.0782 4.4633  0.01
11 H -20.8028 -13.8445 3.2861  0.11
12 O -23.2448 -14.9700 2.9284  -0.12
13 H -23.8805 -14.9785 3.6439  -0.02
14 H -22.4048 -14.8025 3.3558  -0.28
15 C -25.0563 -16.8506 11.1546  -0.10
16 O -25.0503 -15.7810 10.1769  -0.20
17 C -25.5379 -16.0189 8.8412  -0.14
18 C -24.9408 -14.8480 8.0497  -0.28
19 N -25.7938 -13.7037 8.2406  0.02
20 C -25.3504 -12.4117 7.6577  -0.26
21 C -26.1426 -11.2646 8.2374  -0.21
22 O -25.8706 -11.0247 9.6444  -0.19
23 C -26.8991 -10.1749 10.2464  -0.11
24 H -26.0066 -17.3758 11.2502  0.07
25 H -24.8199 -16.5199 12.1660  0.07
26 H -24.2485 -17.5412 10.9126  0.08
27 H -26.6272 -16.0543 8.8288  0.12
28 H -25.0163 -16.8690 8.4014  0.12
29 H -24.7997 -15.0512 6.9881  -0.03
30 H -23.9444 -14.6545 8.4470  0.11
31 H -25.8449 -13.5010 9.2287  0.10
32 H -25.4486 -12.3606 6.5733  0.12
33 H -24.2874 -12.2029 7.7780  0.12
34 H -27.1715 -11.5432 8.0096  0.11
35 H -25.8463 -10.3202 7.7809  0.12
36 H -27.2722 -10.7633 11.0846  0.07
37 H -27.8052 -9.9882 9.6700  0.07
38 H -26.5837 -9.2371 10.7038  0.07
39 C -21.0697 -11.2746 7.5445  -0.12
40 O -20.3483 -12.3704 8.0705  -0.17
41 C -19.4428 -12.9908 7.1962  -0.22
42 C -18.5791 -14.0488 7.9705  -0.23
43 N -19.2246 -14.9348 8.8694  -0.06
44 C -20.2300 -15.8701 8.2707  -0.17
45 C -19.5889 -16.6956 7.1452  -0.22
46 O -20.4533 -17.6975 6.6074  -0.19
47 C -21.4911 -17.1772 5.7979  -0.08
48 H -20.5252 -10.3305 7.5595  0.07
49 H -21.7771 -11.0390 8.3396  0.09
50 H -21.4859 -11.2601 6.5371  0.09
51 H -18.8578 -12.3692 6.5182  0.12
52 H -20.0877 -13.5868 6.5506  0.06
53 H -17.9574 -13.4050 8.5927  0.10
54 H -17.8523 -14.5826 7.3582  0.11
55 H -19.7123 -14.3856 9.5628  0.10
56 H -21.0645 -15.2872 7.8807  0.07
57 H -20.7237 -16.5636 8.9515  0.13
58 H -18.6609 -17.0820 7.5664  0.12
59 H -19.2681 -16.0978 6.2920  0.11
60 H -21.3512 -16.1018 5.6882  0.06
61 H -22.3604 -17.2539 6.4510  0.09
62 H -21.5240 -17.7966 4.9016  0.11

Molecular formula: C5H10N
Method: DFT, ωB97M-V/def2-TZVPD

Results
LUMO ... -3.98 eV
Structure (SMILES) ... C=C[C@@H]1C[C@H]1[NH3+]
F_max ... 8.48 eV/A
Energy relative to the best compared isomer or geometry (same formula, charge and spin) ... 84.3 kcal/mol
HOMO energy ... -13.43 eV
Charge ... +1
Gap between HOMO and LUMO ... 9.4 eV

Each line ends with the Löwdin charge.
Cartesian coordinates (Å):
1 C 1.7718 -0.1077 -0.3988  -0.17
2 C 2.6979 -0.2170 0.4785  0.04
3 C -0.4445 1.1860 -0.3730  -0.04
4 C 0.3082 -0.0978 -0.5270  -0.19
5 C -0.7611 0.0574 0.4643  -0.21
6 N -2.1933 -0.4938 0.2698  0.22
7 H 2.0885 -0.2801 -1.3891  0.10
8 H -0.6145 0.3057 1.3499  0.08
9 H 3.6870 -0.2960 0.0128  0.09
10 H 2.5318 -0.5337 1.5276  0.09
11 H 0.1406 2.0290 -0.0952  0.13
12 H -1.3396 1.2968 -0.9541  0.12
13 H -0.0945 -0.6124 -1.4117  0.16
14 H -2.7433 -0.0473 0.9821  0.15
15 H -2.1752 -1.5208 0.6170  0.21
16 H -2.8599 -0.6683 -0.5531  0.22

Molecular formula: C4H6O2
Method: DFT, ωB97M-V/def2-TZVPD

Results
LUMO ... 0.40 eV
Structure (SMILES) ... C/C(O)=C/C=O
F_max ... 1.79 eV/A
Energy relative to the best compared isomer or geometry (same formula, charge and spin) ... 42.5 kcal/mol
HOMO energy ... -9.24 eV
Charge ... 0
Gap between HOMO and LUMO ... 9.6 eV

Each line ends with the Löwdin charge.
Cartesian coordinates (Å):
1 C -1.6313 -0.5698 -0.5873  0.00
2 C -0.1642 -0.3923 -0.4314  -0.38
3 O 0.7572 -0.9700 -1.2212  0.08
4 C 0.2937 0.2839 0.6345  -0.06
5 C 1.4170 1.1929 0.6839  -0.29
6 O 1.3432 2.1585 1.4078  0.03
7 H -2.1203 0.1859 0.0374  0.09
8 H -1.8743 -1.5576 -0.1963  0.10
9 H -1.9743 -0.4636 -1.6156  0.09
10 H -0.4068 0.5470 1.3907  0.11
11 H 1.5023 -0.8333 -0.5814  0.12
12 H 2.3031 1.0163 0.0357  0.12

Molecular formula: C28H21AlN8O4S
Method: DFT, ωB97M-V/def2-TZVPD

Results
LUMO ... -0.82 eV
F_max ... 3.85 eV/A
HOMO energy ... -6.88 eV
Charge ... 0
Gap between HOMO and LUMO ... 6.1 eV

Each line ends with the Löwdin charge.
Cartesian coordinates (Å):
1 Al -4.2371 -16.0501 -12.1166  0.26
2 O -2.3953 -15.1721 -8.6084  0.06
3 C -2.7050 -15.4082 -9.7590  -0.43
4 N -3.8656 -15.1058 -10.4395  0.10
5 C -5.0053 -14.6125 -9.7656  -0.17
6 C -4.9126 -13.9754 -8.5176  -0.01
7 C -6.0945 -13.5055 -7.9577  -0.09
8 C -7.3407 -13.7002 -8.6054  -0.08
9 C -7.4145 -14.3713 -9.8236  -0.01
10 C -6.2488 -14.8647 -10.4239  -0.21
11 N -6.1588 -15.5676 -11.5950  0.08
12 C -7.1140 -16.4567 -11.9802  -0.39
13 O -8.3546 -16.3220 -12.0449  0.06
14 C -6.4616 -17.7553 -12.3618  -0.10
15 C -7.1522 -18.8864 -12.7553  0.03
16 C -6.4712 -20.1138 -12.8716  -0.02
17 C -5.0785 -20.1636 -12.6732  -0.05
18 C -4.4358 -18.9789 -12.3551  -0.06
19 N -5.0884 -17.7650 -12.3920  0.09
20 C -1.8043 -16.1463 -10.6890  -0.13
21 C -0.5301 -16.4766 -10.2608  0.03
22 C 0.3645 -17.1323 -11.1346  0.01
23 C -0.1828 -17.5773 -12.3690  -0.02
24 C -1.4932 -17.2385 -12.7110  -0.10
25 N -2.3012 -16.5532 -11.8884  0.10
26 H -3.8972 -13.8854 -8.1013  0.10
27 H -6.1245 -13.0510 -6.9992  0.08
28 H -8.2337 -13.3524 -8.1397  0.08
29 H -8.3025 -14.6323 -10.3968  0.10
30 H -8.2130 -18.8539 -12.8836  0.12
31 H -7.0264 -21.0221 -13.1653  0.12
32 H -4.5076 -21.1040 -12.7551  0.12
33 H -3.3442 -18.9750 -12.2773  0.11
34 H -0.2972 -16.1340 -9.2536  0.13
35 H 1.3219 -17.3824 -10.8385  0.09
36 H 0.3866 -18.1244 -13.0973  0.10
37 H -1.8323 -17.4065 -13.7587  0.11
38 N -1.7269 -9.1694 -16.2097  0.08
39 C -2.3679 -10.2915 -15.7529  -0.34
40 C -3.0635 -11.1130 -16.6865  -0.01
41 C -3.6559 -12.3038 -16.2401  -0.06
42 C -3.6572 -12.5796 -14.8487  -0.27
43 C -3.0821 -11.6912 -13.9541  -0.06
44 C -2.3536 -10.5851 -14.3937  -0.03
45 S -4.8738 -13.7150 -14.1265  0.71
46 O -5.9300 -13.8908 -15.1121  -0.29
47 O -5.0658 -13.2651 -12.7606  -0.31
48 N -4.1700 -15.2215 -13.8860  -0.07
49 C -3.7724 -15.8630 -15.0472  -0.43
50 N -3.5972 -17.1843 -15.0229  0.08
51 C -3.3896 -17.9029 -16.1548  -0.10
52 C -3.1560 -17.2167 -17.3313  -0.05
53 C -3.2065 -15.8156 -17.2533  -0.11
54 N -3.5223 -15.1701 -16.1656  0.11
55 H -1.8578 -8.8583 -17.1494  0.08
56 H -0.7805 -8.9740 -15.8459  0.11
57 H -3.0245 -10.8292 -17.7195  0.10
58 H -4.0983 -13.0146 -16.9296  0.09
59 H -3.2560 -11.9121 -12.8757  0.12
60 H -1.9189 -9.8889 -13.7069  0.10
61 H -3.2498 -18.9754 -16.0030  0.11
62 H -2.8947 -17.7050 -18.2494  0.09
63 H -2.8257 -15.1637 -18.0520  0.12